No. 1
{"formula": "C46H84BFN11O5P2", "method": "ωB97M-V/def2-TZVPD", "symbols": ["P", "P", "F", "O", "O", "O", "O", "O", "N", "N", "N", "N", "N", "N", "N", "N", "N", "N", "N", "C", "C", "C", "C", "C", "C", "C", "C", "C", "C", "C", "C", "C", "C", "C", "C", "C", "C", "C", "C", "C", "C", "C", "C", "C", "C", "C", "C", "C", "C", "C", "C", "C", "C", "C", "C", "C", "C", "C", "C", "C", "C", "C", "C", "C", "C", "B", "H", "H", "H", "H", "H", "H", "H", "H", "H", "H", "H", "H", "H", "H", "H", "H", "H", "H", "H", "H", "H", "H", "H", "H", "H", "H", "H", "H", "H", "H", "H", "H", "H", "H", "H", "H", "H", "H", "H", "H", "H", "H", "H", "H", "H", "H", "H", "H", "H", "H", "H", "H", "H", "H", "H", "H", "H", "H", "H", "H", "H", "H", "H", "H", "H", "H", "H", "H", "H", "H", "H", "H", "H", "H", "H", "H", "H", "H", "H", "H", "H", "H", "H", "H"], "xyz": [[1.270, 1.933, -0.208], [3.561, 1.541, 1.569], [4.498, 1.691, -1.370], [0.195, 1.923, -1.454], [1.090, -0.554, -4.303], [4.875, -1.096, 1.507], [1.349, -2.840, -3.598], [6.703, -1.090, -3.189], [1.006, -1.180, -1.903], [-7.717, 4.260, 2.430], [-2.567, 2.871, 1.447], [2.808, 0.361, -2.090], [0.196, 2.108, 1.079], [4.064, -4.969, 5.060], [-3.620, -4.212, -3.263], [8.009, 1.651, -1.850], [5.814, -0.617, 6.325], [-5.374, 3.359, -4.385], [1.870, 0.149, -0.093], [3.340, 0.237, 0.219], [6.470, -1.744, 8.581], [-3.503, 6.477, 1.491], [6.224, -0.017, -2.364], [-3.513, 3.494, 1.615], [4.956, -2.062, 2.548], [3.989, 0.427, -1.164], [6.113, -1.108, 7.314], [-1.088, -1.196, -0.402], [2.668, 1.965, 4.124], [-0.236, -0.405, -4.910], [2.690, -6.504, 3.461], [5.272, 2.202, 1.586], [-6.259, -3.191, -0.881], [-9.935, 5.763, 0.225], [1.827, -0.295, -1.400], [7.301, 0.448, -1.393], [-2.600, 0.689, -1.082], [-0.588, 1.060, -4.947], [-8.078, 5.066, 1.701], [-9.975, 4.442, -0.535], [-0.001, -1.952, -1.140], [-5.706, 2.147, -7.615], [-4.146, 0.567, -2.923], [-4.611, 2.879, -6.830], [3.452, -5.639, 4.362], [5.040, -0.603, -1.571], [6.260, 1.564, 2.597], [6.653, -3.255, 8.390], [-4.060, -4.639, -2.296], [-6.075, 0.803, -6.998], [5.389, -3.941, 7.881], [-5.040, 3.156, -5.460], [-3.678, -0.721, -3.183], [-4.633, -5.143, -1.050], [-2.690, -1.311, -2.394], [-8.539, 6.094, 0.766], [3.118, 0.821, 3.195], [-4.658, 5.590, 1.040], [-4.738, 4.268, 1.812], [3.635, -1.136, 0.853], [-6.097, -4.707, -0.907], [-3.592, 1.279, -1.863], [-2.133, -0.604, -1.325], [3.612, -7.205, 2.457], [4.376, -6.228, 1.571], [1.134, -1.527, -3.357], [4.224, -1.866, 3.330], [-4.041, -4.761, -0.216], [6.952, -3.693, 9.343], [-2.539, 5.996, 1.316], [-5.578, 3.668, 1.474], [-6.595, 2.777, -7.671], [-5.358, 1.994, -8.637], [-2.201, 1.234, -0.246], [7.982, -0.376, -1.152], [-0.238, -0.860, -5.897], [5.037, -5.591, 2.161], [-5.204, 0.146, -6.937], [-9.720, 3.602, 0.112], [-10.975, 4.260, -0.929], [0.698, 2.147, -2.246], [4.598, -1.405, -2.159], [-4.558, 5.383, -0.028], [6.985, 0.959, 2.060], [-3.702, 2.276, -6.791], [5.098, -3.568, 6.902], [-3.579, 6.710, 2.555], [4.555, -3.786, 8.569], [-8.548, 7.052, 1.289], [5.940, -1.967, 2.993], [0.329, 1.605, -5.161], [8.589, 1.971, -1.082], [3.171, -0.056, -2.945], [4.995, -6.765, 0.853], [-4.928, 1.036, -3.497], [-4.870, 4.452, 2.878], [4.322, -7.836, 2.994], [3.062, 2.915, 3.771], [-5.596, 6.127, 1.177], [1.109, -3.087, -4.499], [-9.278, 4.450, -1.375], [-6.483, 0.924, -5.994], [1.586, 2.004, 4.173], [2.153, -7.237, 4.062], [8.659, 1.382, -2.582], [3.063, 1.817, 5.125], [1.952, -5.893, 2.939], [5.928, 0.771, -3.048], [-1.587, -1.944, 0.218], [-4.363, 3.827, -7.310], [6.817, 0.698, -0.451], [5.723, 2.176, 0.600], [5.466, -1.085, -0.696], [5.783, 0.992, 3.383], [5.167, 3.254, 1.833], [2.268, 0.161, 3.025], [5.550, -5.013, 7.782], [3.691, -5.586, 1.011], [4.809, -3.074, 2.169], [-10.646, 5.728, 1.052], [0.522, -2.640, -0.479], [-1.315, 1.264, -5.725], [0.701, 2.713, 1.725], [7.390, -1.290, 8.951], [2.802, -1.434, 1.483], [-0.936, 1.407, -3.978], [-3.924, 2.270, -1.597], [-6.681, -5.122, -1.730], [-4.127, -1.273, -3.997], [3.008, -7.865, 1.832], [-7.306, -2.922, -0.748], [7.522, -1.433, -2.823], [7.468, -3.435, 7.687], [-0.514, -2.576, -1.863], [-5.691, -2.747, -0.061], [6.825, 2.365, 3.066], [-6.498, -5.132, 0.014], [-6.832, 0.301, -7.600], [-0.607, 2.665, 0.769], [-0.947, -0.965, -4.300], [-0.732, -0.434, 0.283], [-5.920, -2.736, -1.813], [-4.552, -6.230, -1.049], [-2.378, -2.321, -2.610], [5.680, -1.540, 9.305], [3.685, -1.881, 0.042], [3.885, 0.201, 3.651], [-7.821, 6.164, -0.053], [-10.251, 6.572, -0.435], [-3.503, 7.417, 0.940]], "orbital_gap_ev": 7.35, "lumo_ha": -0.0690, "spin_multiplicity": 1, "homo_ev": -9.22, "total_charge": 1, "mol_weight_g_mol": 963.01, "total_energy_ha": -3588.9937}



No. 2
{"formula": "C29H24IN3O4S4Ta", "method": "ωB97M-V/def2-TZVPD", "symbols": ["Ta", "I", "S", "S", "S", "S", "O", "O", "O", "O", "N", "N", "N", "C", "C", "C", "C", "C", "C", "C", "C", "C", "C", "C", "C", "C", "C", "C", "C", "C", "C", "C", "C", "C", "C", "C", "C", "C", "C", "C", "C", "C", "H", "H", "H", "H", "H", "H", "H", "H", "H", "H", "H", "H", "H", "H", "H", "H", "H", "H", "H", "H", "H", "H", "H", "H"], "xyz": [[0.743, -0.289, -0.819], [3.301, 0.108, -1.748], [1.281, -2.297, -2.285], [-0.280, 0.091, -2.980], [0.918, 2.373, -1.127], [-1.239, -2.045, -0.506], [-0.038, -0.425, 1.324], [2.781, 3.283, 6.612], [3.083, 3.869, 4.559], [1.679, 0.813, 0.931], [2.630, 3.142, 5.419], [-1.459, 1.026, -0.196], [1.978, -1.811, 0.459], [4.769, -3.705, 0.195], [-0.670, 1.785, -3.265], [-3.513, 0.622, 0.951], [0.973, 0.644, 3.211], [-1.368, -4.650, -4.186], [-1.672, 3.453, -4.683], [-0.221, -3.947, -3.861], [3.581, -3.717, 1.169], [0.331, 0.199, 5.487], [1.814, 1.999, 4.970], [0.251, -0.104, 4.137], [-1.345, -3.055, -1.953], [2.665, -2.647, 0.830], [0.871, 0.327, 1.774], [-2.550, 0.275, 0.023], [-2.495, -3.767, -2.263], [-1.329, 2.170, 0.472], [-0.256, 4.139, -2.872], [1.769, 1.705, 3.623], [1.117, 1.260, 5.911], [-2.506, -4.565, -3.394], [-3.355, 1.794, 1.674], [-2.674, -0.965, -0.797], [-2.254, 2.586, 1.422], [-1.470, 2.123, -4.354], [-0.196, -3.137, -2.726], [-1.062, 4.463, -3.951], [-0.088, 2.806, -2.524], [-0.138, 3.033, 0.181], [-1.376, -5.270, -5.073], [-1.918, 1.334, -4.944], [0.245, 4.917, -2.308], [-2.297, 3.705, -5.529], [3.907, -3.592, 2.203], [-1.202, 5.499, -4.226], [4.424, -3.821, -0.831], [5.320, -2.770, 0.270], [-0.470, 4.014, -0.160], [-4.086, 2.085, 2.416], [0.480, 3.184, 1.066], [-2.100, 3.519, 1.948], [3.028, -4.656, 1.109], [-0.219, -0.386, 6.210], [5.440, -4.527, 0.435], [-2.650, -0.719, -1.860], [-0.368, -0.920, 3.787], [-3.581, -1.516, -0.559], [2.346, 2.284, 2.916], [-3.370, -3.707, -1.629], [-3.397, -5.120, -3.654], [0.661, -4.007, -4.484], [-4.371, -0.017, 1.102], [1.197, 1.526, 6.955]], "orbital_gap_ev": 6.79, "lumo_ha": -0.1277, "spin_multiplicity": 1, "homo_ev": -10.27, "total_charge": 1, "mol_weight_g_mol": 914.65, "e_above_lowest_kcal_mol": 2.89, "total_energy_ha": -3532.0913}



No. 3
{"formula": "C2H2FP", "method": "ωB97M-V/def2-TZVPD", "symbols": ["P", "F", "C", "C", "H", "H"], "xyz": [[1.311, 0.781, -0.344], [0.573, 0.642, -1.804], [-0.413, 0.416, 0.398], [-0.053, -0.802, 0.364], [-1.420, 0.816, 0.684], [0.002, -1.852, 0.702]], "orbital_gap_ev": 9.23, "lumo_ha": 0.0210, "spin_multiplicity": 1, "smiles": "FP1=CC=1", "homo_ev": -8.66, "total_charge": 0, "mol_weight_g_mol": 76.01, "e_above_lowest_kcal_mol": 36.53, "total_energy_ha": -518.5303}



No. 4
{"formula": "C18H14CoF6N3O5S4", "method": "ωB97M-V/def2-TZVPD", "symbols": ["Co", "S", "S", "S", "S", "F", "F", "F", "F", "F", "F", "O", "O", "O", "O", "O", "N", "N", "N", "C", "C", "C", "C", "C", "C", "C", "C", "C", "C", "C", "C", "C", "C", "C", "C", "C", "C", "H", "H", "H", "H", "H", "H", "H", "H", "H", "H", "H", "H", "H", "H"], "xyz": [[0.410, 0.178, -0.050], [0.999, 0.017, 2.068], [3.809, 0.736, 3.050], [-2.496, 0.965, 0.105], [-1.848, -1.811, -0.256], [-2.514, -4.026, 0.929], [-2.569, 0.999, 2.747], [-3.778, -2.360, 1.472], [-3.998, 2.292, 1.760], [-1.782, -2.511, 2.292], [-4.337, 0.159, 1.826], [-0.166, 0.283, -1.812], [-2.881, -1.888, -1.236], [-1.650, 2.117, 0.114], [-3.524, 0.812, -0.872], [-0.581, -2.442, -0.461], [-1.562, -0.338, 0.356], [2.181, 0.744, -0.447], [3.101, 0.832, 0.604], [-2.524, -2.718, 1.204], [3.180, -0.345, 4.369], [0.536, 0.711, -5.291], [5.315, -3.455, 4.740], [3.388, -4.018, 3.428], [1.894, 0.958, -2.840], [4.851, -2.154, 4.853], [-0.119, 0.454, -4.119], [2.923, -2.715, 3.543], [4.067, 1.623, -1.715], [1.886, 1.091, -5.280], [2.662, 1.085, -1.608], [-3.399, 1.099, 1.710], [3.653, -1.768, 4.256], [4.583, -4.393, 4.025], [2.532, 1.208, -4.075], [2.627, 0.516, 1.752], [0.533, 0.557, -2.863], [3.574, 1.492, -4.087], [3.559, 0.107, 5.286], [1.995, -2.424, 3.068], [6.249, -3.737, 5.210], [2.093, -0.273, 4.380], [4.943, -5.410, 3.932], [5.427, -1.422, 5.408], [2.810, -4.741, 2.866], [4.460, 1.868, -0.738], [2.415, 1.286, -6.203], [0.007, 0.617, -6.233], [-1.158, 0.154, -4.097], [4.078, 2.505, -2.352], [4.719, 0.872, -2.167]], "orbital_gap_ev": [7.77, 7.73], "lumo_ha": [0.0919, 0.0900], "spin_multiplicity": 2, "homo_ev": [-5.27, -5.28], "total_charge": -1, "mol_weight_g_mol": 653.52, "e_above_lowest_kcal_mol": 0.00, "total_energy_ha": -4809.6363, "s_squared": 0.87}



No. 5
{"formula": "C19H27N3O3", "method": "ωB97M-V/def2-TZVPD", "symbols": ["O", "O", "O", "N", "N", "N", "C", "C", "C", "C", "C", "C", "C", "C", "C", "C", "C", "C", "C", "C", "C", "C", "C", "C", "C", "H", "H", "H", "H", "H", "H", "H", "H", "H", "H", "H", "H", "H", "H", "H", "H", "H", "H", "H", "H", "H", "H", "H", "H", "H", "H", "H"], "xyz": [[2.360, -1.058, -3.141], [-2.245, 0.285, -2.355], [-0.238, -1.016, 0.648], [-0.144, 1.143, 0.975], [1.094, 0.714, 0.636], [1.939, 0.937, -2.171], [1.016, -0.562, 0.449], [-0.916, 2.079, -4.416], [-2.840, -1.088, 2.056], [-0.289, -2.421, 3.432], [-0.875, 0.261, -2.677], [1.910, -1.498, 3.675], [-0.018, -0.078, 3.822], [-0.916, 0.107, 0.978], [-0.299, 1.630, -3.086], [-0.856, -1.163, 3.602], [1.222, 1.487, -3.296], [2.432, -0.318, -2.180], [1.356, -0.242, 3.855], [2.101, -1.473, 0.019], [1.083, -2.590, 3.467], [3.106, -0.739, -0.876], [-2.346, -0.989, 3.506], [-2.378, 0.087, 1.192], [-0.601, 2.672, -2.007], [1.658, -2.316, -0.516], [-0.441, 0.907, 3.954], [-0.210, 3.643, -2.299], [2.983, -1.626, 3.701], [-3.932, -1.106, 2.054], [-0.374, -0.090, -1.775], [-2.731, 0.559, -3.140], [2.607, -1.862, 0.908], [-0.931, -3.276, 3.266], [-2.634, -0.020, 3.918], [-0.440, 2.995, -4.759], [-2.660, 1.041, 1.637], [1.412, 0.810, -4.134], [-0.676, -0.470, -3.473], [-1.676, 2.759, -1.865], [3.497, 0.129, -0.348], [-1.979, 2.281, -4.303], [-0.169, 2.394, -1.050], [1.640, 2.471, -3.532], [1.919, 1.447, -1.298], [1.507, -3.574, 3.331], [-2.838, -1.769, 4.092], [-2.842, 0.017, 0.203], [3.920, -1.419, -1.125], [-0.781, 1.317, -5.181], [-2.485, -2.020, 1.613], [1.995, 0.614, 4.012]], "orbital_gap_ev": 9.65, "lumo_ha": 0.0264, "spin_multiplicity": 1, "smiles": "CC(C)(CO)CNC(=O)CCc1nnc(CCCc2ccccc2)o1", "homo_ev": -8.93, "total_charge": 0, "mol_weight_g_mol": 345.44, "e_above_lowest_kcal_mol": 43.33, "total_energy_ha": -1130.2203}



No. 6
{"formula": "C2H14NO3", "method": "ωB97M-V/def2-TZVPD", "symbols": ["O", "O", "O", "N", "C", "C", "H", "H", "H", "H", "H", "H", "H", "H", "H", "H", "H", "H", "H", "H"], "xyz": [[-0.604, -2.762, 0.827], [-2.536, 0.439, 1.764], [0.641, 1.656, -2.774], [0.334, -0.444, -0.875], [0.288, 0.578, 0.229], [1.677, 0.713, 0.840], [-0.126, 1.489, -0.212], [0.520, -1.374, -0.480], [0.873, -0.044, -1.657], [1.593, 1.247, 1.781], [2.394, 1.110, 0.141], [-2.770, -0.229, 2.407], [-0.163, 1.909, -3.271], [-0.619, -0.596, -1.216], [-1.314, -2.543, 1.402], [-3.052, 0.220, 0.979], [-0.053, -3.369, 1.334], [-0.497, 0.353, 0.949], [2.025, -0.280, 1.155], [1.391, 1.927, -3.323]], "orbital_gap_ev": 12.07, "lumo_ha": -0.1144, "spin_multiplicity": 1, "homo_ev": -15.18, "total_charge": 1, "mol_weight_g_mol": 100.14, "e_above_lowest_kcal_mol": 14.22, "total_energy_ha": -364.8410}